1) The following is a DFT calculation (the ωB97M-V functional and the def2-TZVPD basis) of the ion C4H12NS2 with charge +1.

The gap between HOMO and LUMO comes out at 8.7 eV. The value obtained for the molar mass is 138.3 g/mol. The HOMO energy is -0.4416 hartree.

```
! RIJCOSX wB97M-V def2-TZVPD def2/J DEFGRID3
* xyz 1 1
C 2.39147 -2.79804 -1.18516
S 1.93627 -1.18665 -0.42929
S -0.13479 -1.52219 -0.69057
C -0.70844 0.16607 -0.76439
C -0.44292 1.12344 0.38164
C -1.26248 2.40138 0.30217
N -0.79473 0.37618 1.67579
H 1.97351 -2.92843 -2.17412
H 3.47435 -2.83504 -1.24047
H 2.03562 -3.52332 -0.46859
H -0.40443 0.70391 -1.67035
H -1.79341 0.04480 -0.87800
H 0.62332 1.32799 0.46240
H -1.24961 2.88315 1.28125
H -0.85061 3.07158 -0.44715
H -2.28625 2.14584 0.03284
H -0.44290 0.91608 2.41035
H -0.27995 -0.51118 1.65525
H -1.78401 0.14441 1.74641
*
```


2) The following is a DFT calculation (the ωB97M-V functional and the def2-TZVPD basis) of the ion C4H12NS2 with charge +1.

The gap between HOMO and LUMO comes out at 9.6 eV. The value obtained for the molar mass is 138.3 g/mol. The HOMO energy is -0.4777 hartree.

```
! RIJCOSX wB97M-V def2-TZVPD def2/J DEFGRID3
* xyz 1 1
C -0.57532 -2.84962 1.99124
C -0.92884 -1.41902 1.61338
S -0.45696 -0.96011 -0.13338
S -0.95884 1.11598 -0.02288
C 0.77386 1.71016 0.06643
C 1.57031 1.85318 -1.26038
N 1.62361 0.54627 -1.99482
H -0.25429 -3.43843 1.11510
H 0.14775 -2.93387 2.81605
H -1.41743 -3.43779 2.38588
H -1.99922 -1.21588 1.75887
H -0.45249 -0.66546 2.25940
H 1.35036 1.06016 0.79157
H 0.72313 2.69302 0.55396
H 2.55464 2.31873 -1.22287
H 0.92362 2.54903 -1.81509
H 1.08298 -0.04708 -1.26189
H 2.56985 0.17558 -2.10520
H 1.16105 0.31928 -2.87414
*
```


What should be chosen as the most stable of them? Choose 1).


1) The following is a DFT calculation (the ωB97M-V functional and the def2-TZVPD basis) of the molecule C2H3N3O2.

The gap between HOMO and LUMO comes out at 10.6 eV. The value obtained for the molar mass is 101.1 g/mol. The HOMO energy is -0.3980 hartree.

```
! RIJCOSX wB97M-V def2-TZVPD def2/J DEFGRID3
* xyz 0 1
N -1.28555 2.31850 -0.02201
C -0.65982 1.37137 -0.03739
C 0.05211 0.15912 -0.29369
N 1.33021 0.17776 0.39004
N -0.79345 -1.14196 -0.10451
O -2.00024 -1.01488 -0.30122
O -0.27140 -2.10416 0.36457
H 0.25807 0.26419 -1.48135
H 1.29043 0.27317 1.38904
H 2.07964 -0.30312 0.09653
*
```


2) The following is a DFT calculation (the ωB97M-V functional and the def2-TZVPD basis) of a cluster of 2 separate species, C2H3N3O2 in total.

The gap between HOMO and LUMO (alpha / beta) comes out at 8.2 / 8.2 eV. The value obtained for the molar mass is 101.1 g/mol. The HOMO energy (alpha / beta) is -0.3813 / -0.3813 hartree.

```
! RIJCOSX wB97M-V def2-TZVPD def2/J DEFGRID3
* xyz 0 1
C 0.81709 -1.47904 0.12186
C -1.65028 0.21702 0.07465
N 0.99917 -2.60521 0.28155
N 0.51571 -0.25267 -0.27206
N 1.29337 0.83611 -0.20747
O 2.46204 0.68678 0.01344
O 0.68461 1.84814 -0.26471
H -1.55716 1.31718 0.28793
H -1.99751 -0.19310 -0.95866
H -1.56703 -0.37521 0.92348
*
```


3) The following is a DFT calculation (the ωB97M-V functional and the def2-TZVPD basis) of the molecule C2H3N3O2.

The gap between HOMO and LUMO comes out at 9.7 eV. The value obtained for the molar mass is 101.1 g/mol. The HOMO energy is -0.3439 hartree.

```
! RIJCOSX wB97M-V def2-TZVPD def2/J DEFGRID3
* xyz 0 1
O 0.20644 -1.72064 0.58787
C 0.33643 -0.42991 0.22327
C 1.35491 0.46937 -0.13670
N 0.69035 1.56501 -0.79274
N -0.53307 1.32554 -0.66872
N -0.77951 0.16797 -0.14695
O -2.08274 -0.21644 0.22744
H 1.04997 -2.00451 1.07256
H 2.41811 0.37625 -0.03043
H -2.66090 0.46737 -0.33559
*
```


4) The following is a DFT calculation (the ωB97M-V functional and the def2-TZVPD basis) of a cluster of 2 separate species, C2H3N3O2 in total.

The gap between HOMO and LUMO (alpha / beta) comes out at 4.7 / 4.8 eV. The value obtained for the molar mass is 101.1 g/mol. The HOMO energy (alpha / beta) is -0.3187 / -0.3198 hartree.

```
! RIJCOSX wB97M-V def2-TZVPD def2/J DEFGRID3
* xyz 0 1
C 1.07011 -0.89428 0.32056
C 0.09756 -0.81489 1.40654
N 0.27730 -0.98181 -0.74448
N -1.17632 -0.86221 0.83463
N -0.94829 -0.85179 -0.52615
O 0.21473 -0.93971 2.60993
O -0.39989 1.70581 -1.24021
H 2.15735 -0.79328 0.32950
H -2.01367 -0.74415 1.35192
H -0.86849 2.44315 -1.71274
*
```


What should be chosen as the most stable of them? Choose 3).


1) The following is a DFT calculation (the ωB97M-V functional and the def2-TZVPD basis) of a cluster of 2 separate species, C2H3N3O2 in total.

The gap between HOMO and LUMO comes out at 9.8 eV. The value obtained for the molar mass is 101.1 g/mol. The HOMO energy is -0.3492 hartree.

```
! RIJCOSX wB97M-V def2-TZVPD def2/J DEFGRID3
* xyz 0 1
N 2.27608 -0.23143 0.82960
N 0.99648 -0.11672 0.39139
C 0.33423 -0.82956 -0.38145
O -0.21341 -1.38649 -1.32940
H 2.37166 -1.12170 1.35452
H 2.60997 0.52945 1.43677
N -1.92682 0.74807 -1.23694
C -2.26794 1.03576 -0.13581
O -2.70711 1.27107 0.89529
H -1.47314 0.10155 -1.82395
*
```


2) The following is a DFT calculation (the ωB97M-V functional and the def2-TZVPD basis) of a structure of composition C2H3N3O2.

The gap between HOMO and LUMO comes out at 9.3 eV. The value obtained for the molar mass is 101.1 g/mol. The HOMO energy is -0.3478 hartree.

```
! RIJCOSX wB97M-V def2-TZVPD def2/J DEFGRID3
* xyz 0 1
C 0.39951 -0.59567 -0.74224
C -0.37605 0.69868 0.71569
H 1.28243 -2.28334 -1.22858
H 0.10304 2.53050 1.23927
H 0.97256 1.42282 -0.58037
N -0.36696 -1.27160 -0.00506
N -0.83894 -0.46585 1.02387
N 0.32889 0.69546 -0.39520
O 1.19084 -1.20240 -1.87948
O -0.73580 1.82813 1.42495
*
```


What should be chosen as the most stable of them? Choose 1).


1) The following is a DFT calculation (the ωB97M-V functional and the def2-TZVPD basis) of the molecule C2H3N3O2.

The gap between HOMO and LUMO comes out at 8.7 eV. The value obtained for the molar mass is 101.1 g/mol. The HOMO energy is -0.3440 hartree.

```
! RIJCOSX wB97M-V def2-TZVPD def2/J DEFGRID3
* xyz 0 1
H -2.41465 -1.11541 -0.25293
N -2.38856 -0.05812 0.05454
C -1.15805 0.35686 -0.05169
N -0.07181 -0.37347 -0.12834
C 1.07998 0.41458 0.15427
O 2.31744 -0.07079 -0.11188
N 0.86411 1.67338 0.01733
O -0.72913 1.63429 -0.08645
H 0.31838 -1.35586 0.30478
H 2.18229 -1.10545 0.10039
*
```


2) The following is a DFT calculation (the ωB97M-V functional and the def2-TZVPD basis) of the molecule C2H3N3O2.

The gap between HOMO and LUMO comes out at 10.8 eV. The value obtained for the molar mass is 101.1 g/mol. The HOMO energy is -0.4048 hartree.

```
! RIJCOSX wB97M-V def2-TZVPD def2/J DEFGRID3
* xyz 0 1
O -1.88600 -0.37882 0.73790
C -1.67887 0.29855 -0.53380
C -0.11868 0.21680 -0.47367
N 0.37093 -0.93225 -0.35045
N 1.63943 -0.81461 -0.02437
O 1.75110 0.39465 0.43699
N 0.67514 1.16172 0.00283
H -2.91492 0.04772 1.14316
H -2.00842 1.41543 -0.59161
H -2.01068 -0.58595 -1.30190
*
```


What should be chosen as the most stable of them? Choose 1).